No. 1
The following is a DFT calculation (ωB97M-V with the def2-TZVPD basis set) of a molecular structure, C10H38B2In2O10 at a distorted geometry.

Results
charge	+4
energy relative to the best compared isomer or geometry (same formula, charge and spin)	6.701	eV
F_max	5.96	eV/Å

Element x y z (Å)
In (-12.02, -12.70, -0.69)
In (-11.07, -19.94, -2.74)
B (-12.80, -17.64, 0.24)
H (-13.05, -18.36, 1.00)
H (-13.38, -17.95, -0.62)
H (-13.13, -16.66, 0.57)
H (-11.78, -17.63, -0.09)
B (-10.85, -15.81, -3.16)
H (-10.56, -14.79, -3.40)
H (-10.85, -16.50, -3.99)
H (-10.12, -16.23, -2.49)
H (-11.85, -15.85, -2.78)
C (-11.70, -21.30, -7.88)
C (-11.26, -22.57, -7.22)
O (-11.49, -22.74, -5.81)
O (-11.28, -20.23, -7.09)
H (-12.79, -21.22, -7.88)
H (-11.30, -21.15, -8.88)
H (-10.24, -22.78, -7.53)
H (-11.72, -23.46, -7.64)
H (-11.98, -23.55, -5.68)
H (-11.25, -19.44, -7.63)
C (-16.82, -17.19, -5.16)
C (-15.37, -17.76, -5.42)
O (-15.13, -18.90, -4.65)
O (-16.89, -16.76, -3.79)
H (-17.47, -18.01, -5.45)
H (-17.04, -16.40, -5.88)
H (-14.53, -17.09, -5.25)
H (-15.26, -17.95, -6.48)
H (-15.94, -19.42, -4.58)
H (-17.80, -16.72, -3.46)
C (-6.78, -13.04, -0.15)
C (-7.12, -12.82, -1.60)
O (-8.14, -11.84, -1.69)
O (-7.97, -13.47, 0.56)
H (-6.38, -12.11, 0.26)
H (-5.94, -13.72, -0.11)
H (-7.63, -13.71, -1.99)
H (-6.25, -12.59, -2.21)
H (-7.97, -11.49, -2.57)
H (-7.72, -13.66, 1.47)
C (-14.71, -12.27, -5.14)
C (-13.41, -11.64, -5.53)
O (-12.62, -11.05, -4.43)
O (-14.34, -13.21, -4.08)
H (-15.12, -12.75, -6.03)
H (-15.26, -11.43, -4.73)
H (-13.70, -10.78, -6.14)
H (-12.84, -12.25, -6.23)
H (-12.51, -10.14, -4.71)
H (-14.92, -13.96, -3.93)
C (-6.21, -18.31, -3.22)
C (-6.05, -18.77, -1.80)
O (-7.38, -18.78, -1.12)
O (-7.00, -19.20, -3.98)
H (-5.26, -18.11, -3.71)
H (-6.80, -17.40, -3.13)
H (-5.47, -18.06, -1.22)
H (-5.54, -19.73, -1.77)
H (-7.18, -18.73, -0.18)
H (-6.57, -19.18, -4.84)

Mulliken atomic charge list, values in e, 6 entries: 0.966, 0.953, 0.005, 0.167, 0.016, -0.007


No. 2
The following is a DFT calculation (ωB97M-V with the def2-TZVPD basis set) of a molecular structure, C10H38B3N2O3Ti at a distorted geometry.

Results
charge	-2
calculated total energy	-45246.6227	eV
F_max	2.61	eV/Å
⟨S²⟩	3.752
2S+1	4

Element x y z (Å)
Ti (1.98, 25.74, 20.15)
B (-0.13, 26.59, 19.13)
H (-0.37, 26.96, 20.20)
H (-0.99, 26.96, 18.45)
H (0.87, 27.04, 18.80)
H (-0.06, 25.45, 19.06)
B (1.12, 23.73, 21.48)
H (0.48, 23.00, 22.11)
H (2.19, 23.31, 21.32)
H (0.56, 23.79, 20.46)
H (1.14, 24.81, 21.85)
B (2.39, 27.74, 21.86)
H (1.33, 27.71, 21.36)
H (2.57, 28.85, 22.15)
H (2.43, 27.08, 22.82)
H (3.18, 27.44, 21.09)
C (3.22, 34.96, 13.94)
O (2.81, 33.62, 14.02)
C (3.82, 32.77, 14.58)
C (3.32, 31.35, 14.52)
N (4.05, 30.48, 15.43)
C (3.26, 29.27, 15.69)
C (3.94, 28.21, 16.52)
O (3.95, 28.75, 17.84)
C (4.60, 27.90, 18.77)
H (2.52, 35.48, 13.28)
H (4.21, 35.08, 13.50)
H (3.19, 35.44, 14.92)
H (4.01, 33.08, 15.61)
H (4.71, 32.97, 13.97)
H (3.33, 30.99, 13.50)
H (2.28, 31.38, 14.88)
H (4.10, 30.87, 16.37)
H (2.96, 28.84, 14.72)
H (2.30, 29.53, 16.16)
H (4.94, 28.06, 16.10)
H (3.36, 27.28, 16.56)
H (5.63, 27.69, 18.49)
H (4.01, 26.97, 18.85)
H (4.55, 28.38, 19.74)
C (5.84, 23.32, 19.51)
C (4.60, 24.22, 19.34)
C (3.53, 23.47, 18.56)
O (2.47, 24.34, 18.23)
C (1.52, 23.76, 17.37)
N (4.11, 24.69, 20.65)
H (5.65, 22.44, 20.12)
H (6.70, 23.89, 19.85)
H (6.08, 22.89, 18.52)
H (4.96, 25.06, 18.74)
H (3.21, 22.58, 19.11)
H (4.06, 23.10, 17.68)
H (0.65, 24.42, 17.36)
H (1.16, 22.78, 17.68)
H (1.91, 23.74, 16.35)
H (4.83, 24.87, 21.35)
H (3.64, 23.91, 21.11)

Mulliken atomic charge list, values in e, 6 entries: -0.947, 0.562, -0.264, -0.232, -0.350, -0.225


No. 3
The following is a DFT calculation (ωB97M-V with the def2-TZVPD basis set) of 11 unconnected molecules or ions with the total composition C10H38F3O13S at a distorted geometry.

Results
charge	-1
energy relative to the best compared isomer or geometry (same formula, charge and spin)	0.000	eV
F_max	2.07	eV/Å

Element x y z (Å)
C (-0.03, 0.23, -1.01)
F (0.23, 1.54, -0.95)
F (-1.08, -0.01, -0.22)
F (-0.36, -0.09, -2.26)
S (1.46, -0.73, -0.47)
O (2.58, -0.15, -1.18)
O (1.52, -0.50, 0.96)
O (1.14, -2.10, -0.84)
O (-2.03, -2.64, 0.66)
H (-2.08, -1.85, 1.20)
H (-1.47, -3.24, 1.17)
O (2.85, 2.63, -1.98)
H (2.92, 1.83, -1.43)
H (2.23, 3.20, -1.51)
O (-0.06, -0.92, -5.31)
H (0.46, -0.60, -4.57)
H (0.50, -1.59, -5.72)
O (1.43, -3.65, -3.21)
H (0.88, -4.43, -3.08)
H (1.22, -3.07, -2.45)
O (3.76, -1.84, -3.23)
H (3.39, -1.37, -2.47)
H (3.24, -2.65, -3.31)
O (0.65, -4.62, 0.14)
H (0.69, -3.68, -0.13)
H (0.00, -5.02, -0.44)
O (0.44, -0.84, 3.78)
H (0.98, -1.51, 4.22)
H (0.90, -0.69, 2.95)
C (-4.56, 0.93, 1.02)
C (-5.28, 0.13, -0.04)
C (-4.79, -1.31, 0.01)
O (-6.68, 0.30, 0.23)
H (-4.91, 0.59, 2.00)
H (-4.72, 2.01, 0.99)
H (-3.48, 0.77, 1.00)
H (-5.08, 0.51, -1.05)
H (-3.89, -1.40, -0.58)
H (-5.54, -2.06, -0.27)
H (-4.60, -1.55, 1.06)
H (-7.17, -0.11, -0.49)
C (5.57, -0.72, 3.77)
C (4.82, -0.68, 2.46)
C (5.71, -0.82, 1.22)
O (3.71, -1.55, 2.46)
H (6.24, 0.15, 3.80)
H (6.13, -1.65, 3.91)
H (4.95, -0.60, 4.66)
H (4.45, 0.36, 2.39)
H (5.33, -0.21, 0.41)
H (5.80, -1.84, 0.85)
H (6.72, -0.47, 1.46)
H (3.00, -1.11, 1.97)
C (-2.08, 3.94, 1.06)
C (-2.03, 4.31, -0.44)
C (-2.90, 3.37, -1.24)
O (-2.59, 5.61, -0.61)
H (-3.07, 3.74, 1.46)
H (-1.71, 4.80, 1.63)
H (-1.44, 3.07, 1.22)
H (-0.98, 4.23, -0.71)
H (-2.80, 3.63, -2.31)
H (-3.97, 3.44, -1.09)
H (-2.60, 2.32, -1.15)
H (-1.93, 6.26, -0.38)

Mulliken atomic charge list, values in e, 6 entries: 0.560, -0.246, -0.217, -0.222, 1.185, -0.793


No. 4
The following is a DFT calculation (ωB97M-V with the def2-TZVPD basis set) of 8 unconnected molecules or ions with the total composition C10H38FO8P.

Results
energy relative to the best compared isomer or geometry (same formula, charge and spin)	0.151	eV
F_max	1.00	eV/Å
SMILES	C[C@H](F)C[PH3]O.CO.CO.CO.CO.CO.CO.CO

Element x y z (Å)
C (4.50, 1.84, -0.65)
C (3.37, 2.16, -1.59)
F (3.87, 2.75, -2.77)
C (2.35, 3.07, -0.95)
P (0.76, 2.07, -0.65)
O (-0.70, 1.18, -0.36)
H (5.14, 2.71, -0.56)
H (4.05, 1.59, 0.30)
H (5.10, 1.00, -0.99)
H (2.92, 1.21, -1.90)
H (2.12, 3.89, -1.61)
H (2.67, 3.42, 0.02)
H (0.21, 3.10, 0.12)
H (0.49, 2.05, -2.04)
H (1.52, 1.01, -0.11)
H (-0.58, 0.33, -0.81)
C (-2.57, 2.36, -3.37)
O (-2.03, 3.60, -2.90)
H (-2.91, 2.51, -4.39)
H (-1.80, 1.58, -3.36)
H (-3.41, 2.05, -2.76)
H (-1.74, 3.45, -2.00)
C (-4.56, 0.74, -6.03)
O (-4.68, 2.16, -6.03)
H (-3.57, 0.48, -5.65)
H (-5.32, 0.29, -5.38)
H (-4.67, 0.35, -7.04)
H (-5.56, 2.37, -6.36)
C (-1.60, -1.50, 1.76)
O (-1.63, -1.90, 0.39)
H (-1.56, -0.42, 1.78)
H (-2.50, -1.84, 2.26)
H (-0.72, -1.91, 2.26)
H (-1.68, -2.86, 0.37)
C (3.75, -0.08, 3.11)
O (3.66, 1.24, 2.59)
H (3.88, -0.76, 2.28)
H (4.61, -0.17, 3.78)
H (2.85, -0.34, 3.66)
H (3.55, 1.84, 3.34)
C (-2.13, -3.77, -2.44)
O (-2.08, -2.49, -3.05)
H (-2.16, -4.51, -3.23)
H (-1.24, -3.94, -1.82)
H (-3.03, -3.87, -1.82)
H (-2.05, -1.83, -2.34)
C (-3.91, -4.46, 3.09)
O (-3.82, -3.95, 1.76)
H (-3.02, -4.13, 3.63)
H (-4.80, -4.09, 3.60)
H (-3.92, -5.56, 3.08)
H (-4.60, -4.24, 1.28)
C (5.23, 0.06, 6.79)
O (3.94, 0.43, 6.31)
H (5.94, 0.78, 6.40)
H (5.26, 0.08, 7.88)
H (5.51, -0.94, 6.45)
H (3.30, -0.21, 6.65)

Mulliken atomic charge list, values in e, 6 entries: -1.017, 0.479, -0.387, -1.090, 0.364, -0.420


No. 5
The following is a DFT calculation (ωB97M-V with the def2-TZVPD basis set) of 9 unconnected molecules or ions with the total composition C10H38N14O9 at a distorted geometry.

Results
energy relative to the best compared isomer or geometry (same formula, charge and spin)	0.458	eV
F_max	4.30	eV/Å
SMILES	NC(N)=O.NC(N)=O.NC(N)=O.NC(N)=O.NC(N)=O.NC(N)=O.NC(N)=O.CC(C)O.O

Element x y z (Å)
O (1.05, -0.95, -0.21)
H (0.97, -1.06, -1.19)
H (1.26, -0.03, -0.17)
C (-0.10, 4.21, 1.10)
O (-0.73, 3.14, 1.04)
N (1.24, 4.25, 1.19)
N (-0.74, 5.42, 1.14)
H (1.76, 5.16, 1.11)
H (1.87, 3.45, 1.20)
H (-1.72, 5.43, 1.36)
H (-0.29, 6.29, 1.41)
C (0.58, -3.38, 1.70)
O (1.50, -2.70, 2.20)
N (0.99, -4.53, 1.11)
N (-0.77, -3.19, 1.71)
H (0.23, -5.00, 0.63)
H (1.89, -4.51, 0.60)
H (-1.20, -3.45, 0.86)
H (-1.11, -2.28, 2.01)
C (-2.76, -2.18, -1.53)
O (-2.64, -3.41, -1.60)
N (-3.79, -1.58, -2.23)
N (-1.97, -1.37, -0.76)
H (-4.07, -0.61, -1.99)
H (-4.55, -2.14, -2.51)
H (-2.07, -0.34, -0.84)
H (-1.00, -1.67, -0.53)
C (3.02, 1.05, 2.18)
O (3.15, 2.12, 1.51)
N (2.22, 0.99, 3.33)
N (3.68, -0.17, 1.86)
H (1.70, 1.71, 3.79)
H (1.74, 0.09, 3.58)
H (4.16, -0.40, 1.04)
H (3.16, -0.96, 2.27)
C (-1.39, 0.49, 2.94)
O (-1.60, -0.47, 3.65)
N (-1.98, 1.77, 3.35)
N (-0.74, 0.44, 1.73)
H (-2.04, 2.38, 2.53)
H (-2.85, 1.67, 3.89)
H (-0.19, -0.44, 1.57)
H (-0.58, 1.32, 1.25)
C (1.21, -1.75, -3.62)
O (1.89, -0.90, -3.05)
N (1.70, -3.05, -3.76)
N (-0.04, -1.55, -4.05)
H (2.65, -3.31, -3.53)
H (1.42, -3.50, -4.60)
H (-0.50, -0.75, -3.63)
H (-0.65, -2.33, -3.95)
C (4.79, -3.15, -0.27)
O (5.93, -3.50, -0.54)
N (3.96, -2.25, -0.92)
N (4.04, -3.61, 0.81)
H (3.05, -2.17, -0.57)
H (4.25, -1.94, -1.79)
H (3.33, -3.10, 1.26)
H (4.26, -4.54, 1.20)
C (-4.08, 2.82, -0.51)
C (-3.06, 2.61, -1.66)
C (-2.53, 4.00, -2.23)
O (-1.94, 1.71, -1.16)
H (-4.92, 3.40, -0.84)
H (-3.61, 3.22, 0.42)
H (-4.40, 1.81, -0.15)
H (-3.54, 2.00, -2.47)
H (-3.34, 4.56, -2.68)
H (-1.72, 3.90, -2.98)
H (-2.12, 4.64, -1.48)
H (-1.35, 2.17, -0.55)

Mulliken atomic charge list, values in e, 6 entries: -0.094, -0.074, 0.181, 0.445, -0.667, -0.281


No. 6
The following is a DFT calculation (ωB97M-V with the def2-TZVPD basis set) of 9 unconnected molecules or ions with the total composition C10H38N14O9 at a distorted geometry.

Results
energy relative to the best compared isomer or geometry (same formula, charge and spin)	10.962	eV
F_max	9.94	eV/Å
SMILES	NC(N)=O.NC(N)=O.NC(N)=O.NC(N)=O.NC(N)=O.NC(N)=O.NC(N)=O.CCO.CO

Element x y z (Å)
C (-2.40, -0.47, -1.93)
C (-3.02, 0.88, -2.38)
O (-2.49, 1.25, -3.62)
H (-2.59, -1.18, -2.63)
H (-2.90, -0.73, -0.96)
H (-1.30, -0.43, -1.71)
H (-2.74, 1.65, -1.65)
H (-4.12, 0.91, -2.42)
H (-3.09, 0.98, -4.32)
C (-2.09, 1.05, 1.24)
O (-3.24, 0.32, 1.23)
N (-0.96, 0.59, 1.72)
N (-2.02, 2.28, 0.73)
H (-1.04, -0.29, 2.32)
H (-0.11, 1.25, 1.89)
H (-2.91, 2.68, 0.35)
H (-1.15, 2.73, 0.43)
C (-1.08, -3.60, 1.12)
O (0.14, -4.11, 0.67)
N (-1.32, -2.34, 1.02)
N (-2.05, -4.31, 1.62)
H (-0.55, -1.84, 0.60)
H (-2.23, -1.91, 0.98)
H (-1.91, -5.32, 1.69)
H (-2.94, -3.88, 1.93)
C (-0.20, -1.47, 4.25)
O (0.96, -2.18, 3.98)
N (-0.39, -0.67, 5.22)
N (-1.25, -1.53, 3.50)
H (0.35, -0.50, 5.88)
H (-1.35, -0.32, 5.31)
H (-1.21, -2.02, 2.52)
H (-2.21, -1.25, 3.75)
C (0.14, 2.13, -1.99)
O (-0.42, 3.39, -2.28)
N (0.86, 1.95, -0.91)
N (0.05, 1.18, -2.85)
H (1.15, 2.78, -0.21)
H (0.95, 0.98, -0.55)
H (-0.83, 1.14, -3.43)
H (0.46, 0.25, -2.70)
C (1.18, -1.99, -2.53)
O (2.56, -1.94, -2.46)
N (0.54, -1.41, -3.47)
N (0.45, -2.50, -1.59)
H (1.09, -1.25, -4.39)
H (-0.46, -1.37, -3.70)
H (1.01, -3.14, -0.96)
H (-0.49, -2.93, -1.77)
C (1.01, 3.48, 1.98)
O (0.19, 4.47, 2.58)
N (1.64, 3.76, 0.84)
N (1.19, 2.28, 2.37)
H (1.45, 4.71, 0.57)
H (2.69, 3.41, 0.76)
H (2.05, 1.71, 2.24)
H (0.77, 2.00, 3.34)
C (1.87, -0.63, 0.78)
O (2.13, -0.19, 2.06)
N (2.89, -1.07, 0.08)
N (0.69, -0.61, 0.19)
H (3.75, -1.23, 0.62)
H (2.90, -1.33, -0.93)
H (-0.10, -0.21, 0.77)
H (0.46, -1.23, -0.65)
C (3.87, 1.00, -2.51)
O (3.22, 2.17, -2.13)
H (4.01, 0.35, -1.65)
H (4.90, 1.20, -2.94)
H (3.26, 0.47, -3.23)
H (2.36, 2.02, -1.70)

Mulliken atomic charge list, values in e, 6 entries: -0.399, -0.631, -0.554, 0.815, 0.144, -0.270


No. 7
The following is a DFT calculation (ωB97M-V with the def2-TZVPD basis set) of 10 unconnected molecules or ions with the total composition C10H39BF4N13O9 at a distorted geometry.

Results
charge	-1
calculated total energy	-60360.1690	eV
F_max	7.51	eV/Å

Element x y z (Å)
B (0.10, -0.44, -0.13)
F (0.75, 0.13, 0.95)
F (-0.61, -1.51, 0.27)
F (-0.63, 0.57, -0.70)
F (1.01, -0.85, -1.01)
C (2.03, 3.21, 0.54)
O (2.62, 4.14, 0.16)
N (2.28, 1.96, 0.15)
N (1.05, 3.21, 1.40)
H (1.66, 1.22, 0.46)
H (2.95, 1.83, -0.60)
H (0.60, 2.31, 1.50)
H (0.55, 4.07, 1.61)
C (-4.53, -2.43, -0.05)
O (-4.32, -3.62, 0.20)
N (-3.60, -1.50, -0.07)
N (-5.66, -1.99, -0.40)
H (-2.63, -1.69, 0.15)
H (-3.92, -0.57, -0.29)
H (-6.40, -2.59, -0.74)
H (-5.75, -0.99, -0.46)
C (-1.61, -2.60, -3.06)
O (-2.16, -2.84, -4.14)
N (-1.70, -3.39, -2.00)
N (-0.97, -1.54, -2.74)
H (-1.20, -3.15, -1.15)
H (-2.10, -4.29, -2.21)
H (-0.92, -0.78, -3.40)
H (-0.60, -1.39, -1.81)
C (-1.42, 1.96, -4.15)
O (-0.30, 1.74, -4.58)
N (-1.80, 1.67, -2.96)
N (-2.39, 2.41, -4.88)
H (-1.14, 1.35, -2.27)
H (-2.77, 1.71, -2.68)
H (-2.17, 2.52, -5.86)
H (-3.33, 2.65, -4.60)
C (3.15, -3.90, -4.06)
O (3.15, -5.07, -4.28)
N (2.14, -3.28, -3.52)
N (4.05, -3.08, -4.45)
H (1.23, -3.72, -3.46)
H (2.26, -2.34, -3.18)
H (4.23, -2.18, -4.04)
H (4.86, -3.40, -4.97)
C (3.34, 0.25, -3.48)
O (3.94, -0.34, -2.63)
N (3.73, 0.45, -4.71)
N (2.11, 0.58, -3.27)
H (3.23, 1.06, -5.35)
H (4.66, 0.18, -5.00)
H (1.66, 1.09, -4.01)
H (1.58, 0.30, -2.46)
C (0.69, 0.69, 6.70)
C (-0.21, 0.96, 5.46)
C (-0.42, 2.48, 5.26)
O (-1.22, 3.01, 6.23)
C (-1.41, 4.39, 6.11)
N (0.41, 0.29, 4.29)
H (0.90, -0.37, 6.83)
H (0.09, 1.01, 7.55)
H (1.58, 1.31, 6.78)
H (-1.16, 0.45, 5.55)
H (-1.01, 2.54, 4.34)
H (0.53, 2.97, 5.05)
H (-2.42, 4.68, 6.42)
H (-1.07, 4.70, 5.13)
H (-0.87, 4.87, 6.93)
H (0.46, -0.68, 4.59)
H (-0.29, 0.20, 3.56)
O (-0.73, -2.18, 2.94)
H (-0.74, -1.79, 2.06)
H (-1.49, -2.77, 2.94)
O (3.00, -1.55, 2.52)
H (2.26, -1.39, 1.93)
H (2.86, -0.93, 3.24)

Mulliken atomic charge list, values in e, 6 entries: 0.840, -0.587, -0.358, -0.316, -0.243, 0.442


No. 8
The following is a DFT calculation (ωB97M-V with the def2-TZVPD basis set) of a molecular structure, C10H3BrIrN3O6S3.

Results
charge	-2
energy relative to the best compared isomer or geometry (same formula, charge and spin)	0.000	eV
F_max	0.48	eV/Å

Element x y z (Å)
Ir (-0.50, 0.95, -1.37)
S (-1.63, 0.97, 0.65)
C (-2.30, -0.64, 0.89)
C (-3.45, -1.01, 0.13)
N (-4.39, -1.28, -0.49)
C (-1.85, -1.47, 1.89)
S (-0.54, -1.26, 2.97)
C (-2.57, -2.72, 2.07)
N (-3.15, -3.70, 2.24)
Br (0.56, -2.30, -0.53)
C (1.45, -0.83, 0.18)
C (2.48, -1.04, 1.08)
C (3.17, 0.04, 1.59)
C (2.81, 1.31, 1.18)
C (1.76, 1.45, 0.30)
N (1.09, 0.40, -0.21)
C (1.28, 2.82, -0.14)
O (1.90, 3.81, 0.23)
O (0.21, 2.80, -0.84)
H (2.71, -2.06, 1.38)
H (3.97, -0.11, 2.30)
H (3.29, 2.21, 1.54)
O (-1.87, -0.12, -4.76)
S (-1.29, 0.30, -3.52)
O (0.14, 0.77, -3.57)
O (-1.26, -0.74, -2.41)
O (-1.99, 1.44, -2.79)

Mulliken atomic charge list, values in e, 6 entries: 1.484, -0.337, 0.228, 0.027, -0.596, 0.236